The following is a DFT calculation (ωB97M-V/def2-TZVPD) of 2 unconnected molecules or ions with the total composition C2H2O3S in a non-equilibrium geometry.

Values from the calculation:
Energy above the lowest of the compared OMol25 structures with the same formula, charge and spin   1.876 eV
Orbital gap   9.2 eV
Lowest unoccupied orbital energy   -0.691 eV
Total charge   0

Last column: Mulliken charge in e.
Atoms and positions in Å:
C1 -0.7620 0.8690 -1.1740  1.08
C2 -0.2455 0.1753 -0.2065  -1.43
O1 1.9511 -0.2244 -2.6969  -0.40
O2 -1.1962 1.4793 -2.0503  -0.31
O3 2.8357 0.8953 -0.7167  -0.40
S1 2.2290 -0.2777 -1.2878  0.74
H1 -0.4569 -0.8739 -0.1155  0.35
H2 0.2452 0.6595 0.6161  0.37

***

The following is a DFT calculation (ωB97M-V/def2-TZVPD) of 8 unconnected molecules or ions with the total composition C44H132N21O9P7 in a non-equilibrium geometry.

Values from the calculation:
Orbital gap   8.3 eV
Structure (SMILES)   CN(C)P(=O)(N(C)C)N(C)C.CN(C)P(=O)(N(C)C)N(C)C.CN(C)P(=O)(N(C)C)N(C)C.CN(C)P(=O)(N(C)C)N(C)C.CN(C)P(=O)(N(C)C)N(C)C.CN(C)P(=O)(N(C)C)N(C)C.CN(C)P(=O)(N(C)C)N(C)C.OCCO
Lowest unoccupied orbital energy   0.340 eV
Total charge   0

Last column: Mulliken charge in e.
Atoms and positions in Å:
C1 4.1724 -0.4106 0.8739  -0.70
N1 4.0666 -1.7063 0.1062  0.37
C2 3.2676 -2.8751 0.6176  -1.21
P1 4.1642 -1.5604 -1.5890  0.03
O1 2.9781 -1.0856 -2.3728  -0.01
N2 5.5065 -0.4995 -1.8445  0.57
C3 6.7575 -0.7365 -1.1671  -1.24
C4 5.6052 0.2731 -3.0524  -1.04
N3 4.6749 -3.0982 -2.1254  0.43
C5 4.3500 -3.4782 -3.5176  -0.96
C6 5.6675 -3.9388 -1.4181  -0.99
H1 4.4759 -0.6344 1.8858  0.44
H2 3.2354 0.0861 0.9667  0.06
H3 4.8253 0.2025 0.2766  0.00
H4 3.0552 -3.6051 -0.1638  0.46
H5 2.3425 -2.5766 1.0998  0.20
H6 3.9136 -3.3564 1.3616  0.39
H7 6.6075 -1.4830 -0.3892  0.37
H8 7.4516 -1.1731 -1.9114  0.34
H9 7.1851 0.1511 -0.7727  0.41
H10 6.6231 0.2118 -3.4869  0.26
H11 4.8059 -0.0364 -3.6888  0.28
H12 5.5141 1.3572 -2.7403  0.24
H13 3.9554 -2.6148 -4.0252  0.23
H14 5.2506 -3.8521 -4.0055  0.40
H15 3.6713 -4.2897 -3.5390  0.17
H16 6.7090 -3.9956 -1.7505  0.26
H17 5.3574 -4.9733 -1.3418  0.32
H18 5.7069 -3.4227 -0.4126  0.26
C7 1.2586 3.2962 2.9452  -1.61
N4 2.6868 3.7042 2.8569  1.10
C8 2.7330 5.1259 2.6051  -1.29
P2 3.7863 2.7417 3.6286  -0.12
O2 3.6815 1.2452 3.5033  -0.78
N5 5.1303 3.3311 2.9205  0.28
C9 6.4177 3.1536 3.5851  -1.12
C10 5.2796 3.0946 1.4460  -1.46
N6 3.7101 3.1019 5.2583  0.46
C11 3.4564 4.4442 5.6912  -0.85
C12 3.9155 1.9866 6.2178  -0.82
H19 0.7589 3.4291 2.0244  0.60
H20 0.8549 4.0268 3.6431  0.62
H21 1.1646 2.2248 3.2263  -0.19
H22 2.2637 5.6963 3.4640  0.31
H23 2.0308 5.2126 1.7416  0.39
H24 3.7109 5.4547 2.3893  0.35
H25 6.5151 4.0668 4.2194  0.24
H26 6.3697 2.3181 4.2049  0.36
H27 7.1717 3.0140 2.8635  0.50
H28 5.5269 2.0242 1.2839  0.48
H29 4.3653 3.2966 0.8906  0.34
H30 6.0520 3.7312 1.1442  0.58
H31 2.4315 4.7132 5.3894  0.18
H32 3.3965 4.4544 6.8149  0.37
H33 4.2667 5.1402 5.3797  0.22
H34 3.7808 1.0428 5.7506  0.09
H35 3.2893 2.1459 7.0840  0.37
H36 4.9054 2.0232 6.6232  0.33
C13 0.7338 -3.7127 -1.7667  -0.78
N7 0.1634 -4.8535 -2.4877  0.77
C14 0.9282 -6.0082 -2.7138  -1.22
P3 -1.3421 -4.5723 -3.1100  0.18
O3 -1.9062 -5.7304 -3.8503  -0.90
N8 -2.1211 -4.1524 -1.6986  0.45
C15 -3.6216 -4.0398 -1.8906  -1.26
C16 -1.8444 -4.9574 -0.4477  -0.93
N9 -1.3717 -3.1597 -3.9702  0.71
C17 -1.1668 -3.2267 -5.4408  -1.02
C18 -1.7391 -1.7751 -3.4726  -0.84
H37 1.2471 -4.1527 -0.9027  -0.07
H38 -0.0381 -3.0268 -1.4031  -0.08
H39 1.4592 -3.1600 -2.4147  0.28
H40 1.6678 -5.8232 -3.4975  0.30
H41 0.4462 -6.9118 -2.9946  0.37
H42 1.5257 -6.2541 -1.8655  0.34
H43 -4.0818 -3.6903 -0.9731  0.38
H44 -4.0280 -3.3704 -2.6754  0.32
H45 -4.0890 -4.9248 -2.1771  0.44
H46 -2.2598 -5.9795 -0.5511  0.31
H47 -0.7842 -4.9564 -0.1886  0.23
H48 -2.3146 -4.5229 0.4095  0.22
H49 -0.6608 -4.1383 -5.7936  0.29
H50 -2.0072 -2.9318 -6.0496  0.36
H51 -0.3386 -2.4960 -5.6542  0.21
H52 -2.0524 -1.8520 -2.4283  0.26
H53 -2.5133 -1.3930 -4.1529  0.68
H54 -0.8321 -1.1222 -3.5354  -0.14
C19 -0.7412 2.1647 -4.8955  -1.14
N10 0.6595 2.1256 -4.8907  0.98
C20 1.2205 1.2312 -3.9125  -1.85
P4 1.4946 2.9226 -6.0896  0.32
O4 0.6632 3.9164 -6.7712  -0.91
N11 2.8790 3.5994 -5.2656  0.37
C21 3.9204 4.1809 -6.1521  -1.06
C22 2.5686 4.4254 -4.0916  -0.97
N12 2.1289 1.8083 -7.2038  0.17
C23 3.0033 0.6619 -6.8189  -0.74
C24 1.9274 1.8576 -8.7073  -1.03
H55 -1.1843 1.5485 -5.6433  0.37
H56 -1.1367 3.1469 -4.9168  0.51
H57 -1.0411 1.6790 -3.9438  0.15
H58 0.8796 1.4459 -2.9013  0.91
H59 2.2817 1.3938 -3.7780  0.40
H60 1.0137 0.1761 -4.1472  0.07
H61 4.2267 3.4516 -6.9086  0.28
H62 3.5980 5.1031 -6.6743  0.31
H63 4.8142 4.4269 -5.5658  0.34
H64 2.1382 5.3518 -4.5051  0.34
H65 1.7126 3.9781 -3.5274  0.15
H66 3.4231 4.5454 -3.4087  0.30
H67 2.3960 -0.1070 -6.3559  0.08
H68 3.5743 0.4159 -7.7292  0.48
H69 3.8031 0.8898 -6.0937  0.16
H70 1.2264 2.7194 -8.8333  0.34
H71 1.4736 0.9290 -9.0703  0.32
H72 2.8723 2.0793 -9.2656  0.33
C25 -1.4624 -3.7509 5.8796  -1.25
N13 -1.4128 -3.2578 4.4587  1.22
C26 -2.5218 -3.8257 3.6387  -1.16
P5 -0.0660 -2.8488 3.6411  -1.37
O5 -0.4360 -2.6113 2.2142  -0.55
N14 0.5770 -1.5412 4.4284  0.52
C27 -0.3963 -0.4702 4.6023  0.54
C28 1.9510 -1.1408 4.3647  -0.44
N15 1.2613 -3.9596 3.7493  0.77
C29 1.8048 -4.4382 5.0527  -1.32
C30 1.3074 -4.9849 2.7763  -0.90
H73 -2.4259 -3.6457 6.2747  0.41
H74 -0.8647 -3.2411 6.6015  0.36
H75 -1.2283 -4.8387 5.9531  0.28
H76 -3.4529 -3.4684 4.0323  0.33
H77 -2.5980 -4.9344 3.7202  0.26
H78 -2.3516 -3.6421 2.6212  0.11
H79 -1.3595 -0.8666 4.3021  0.03
H80 -0.4964 -0.2006 5.6789  0.10
H81 -0.1068 0.3756 3.9888  -0.85
H82 2.0779 -0.5010 3.4978  0.10
H83 2.2298 -0.6490 5.2975  0.18
H84 2.6475 -2.0311 4.2229  0.10
H85 2.8714 -4.4847 4.9749  0.41
H86 1.4161 -3.8555 5.8881  0.34
H87 1.5048 -5.4689 5.2533  0.41
H88 2.1136 -5.7241 2.9301  0.46
H89 1.3433 -4.6221 1.7706  -0.10
H90 0.3797 -5.5952 2.8569  0.29
C31 -6.4174 1.5899 6.4322  -1.17
N16 -5.0439 1.0943 5.9358  0.18
C32 -4.6689 -0.2119 6.4213  -0.69
P6 -4.6051 1.5935 4.4201  0.32
O6 -5.2413 2.8849 4.0391  -0.93
N17 -2.8999 1.5499 4.4643  0.89
C33 -2.3275 1.9234 3.1492  -1.05
C34 -2.2830 2.3022 5.5996  -1.23
N18 -4.9920 0.4478 3.3369  0.44
C35 -5.4645 0.9293 2.0069  -1.50
C36 -4.4955 -0.9465 3.2581  -0.79
H91 -6.6135 2.5731 5.9621  0.36
H92 -6.3574 1.6888 7.4434  0.43
H93 -7.2862 0.9542 6.1869  0.30
H94 -5.3413 -0.9598 6.0144  0.26
H95 -4.8157 -0.0870 7.5009  0.42
H96 -3.6959 -0.4479 6.0559  -0.07
H97 -1.2702 2.1966 3.2138  -0.30
H98 -2.3150 1.1167 2.4070  0.05
H99 -2.8490 2.7941 2.7970  0.94
H100 -2.9308 2.3087 6.4727  0.40
H101 -1.3199 1.8578 5.7872  0.21
H102 -2.2219 3.3349 5.3247  0.40
H103 -4.6235 1.1444 1.2695  0.41
H104 -6.0869 0.1057 1.6239  0.36
H105 -6.0509 1.8180 2.1663  0.56
H106 -3.8371 -1.1888 2.4019  0.44
H107 -5.3794 -1.6370 3.2597  0.46
H108 -3.9974 -1.2489 4.1704  -0.17
C37 -6.9710 2.7718 -4.7005  -1.13
N19 -5.6388 2.5277 -4.0888  0.43
C38 -4.5230 2.9396 -4.8847  -0.81
P7 -5.3096 1.2864 -3.0534  0.19
O7 -4.8778 -0.0131 -3.6800  -0.98
N20 -4.1031 1.9024 -2.0771  1.31
C39 -4.0273 3.2891 -1.5665  -1.24
C40 -3.0092 1.0366 -1.5737  -0.19
N21 -6.7356 1.0731 -2.1980  0.30
C41 -7.1619 2.0380 -1.1919  -0.77
C42 -7.1163 -0.3327 -1.9473  -1.11
H109 -7.0952 2.0546 -5.5515  0.31
H110 -6.8575 3.7734 -5.1070  0.43
H111 -7.8073 2.8269 -4.0606  0.32
H112 -4.4214 2.2976 -5.7879  0.34
H113 -3.5882 2.9175 -4.2735  -0.03
H114 -4.6629 3.9202 -5.2995  0.45
H115 -4.1145 3.3479 -0.4460  0.06
H116 -3.0819 3.6694 -1.8869  0.44
H117 -4.7146 3.8745 -2.1786  0.41
H118 -3.2394 0.6378 -0.5743  0.10
H119 -2.8233 0.2531 -2.3120  -0.22
H120 -2.0825 1.5897 -1.5055  -0.16
H121 -6.6868 2.0039 -0.1652  -0.12
H122 -7.0059 3.0059 -1.6584  0.33
H123 -8.2123 1.8444 -1.0550  0.48
H124 -6.7378 -0.7420 -1.0181  0.23
H125 -6.7299 -0.9777 -2.7359  0.35
H126 -8.1706 -0.4113 -2.0169  0.43
O8 -0.0529 2.1993 -0.5071  -0.71
C43 0.9990 1.2888 -0.2143  -0.49
C44 0.6035 -0.2239 -0.2146  3.63
O9 -0.4503 -0.4170 0.7337  1.32
H127 -0.7779 1.8529 0.1076  0.09
H128 1.7669 1.4928 -0.9589  0.30
H129 1.4357 1.4955 0.7692  -0.57
H130 1.5231 -0.6848 0.2239  -1.98
H131 0.3689 -0.6530 -1.1753  -0.67
H132 -0.4457 -1.3058 1.1341  -0.39

***

The following is a DFT calculation (ωB97M-V/def2-TZVPD) of a molecular structure, C28H23IIrN3O4S in a non-equilibrium geometry.

Values from the calculation:
Spin multiplicity   2
Energy above the lowest of the compared OMol25 structures with the same formula, charge and spin   2.412 eV
<S²>   0.777
Orbital gap (alpha / beta)   7.6 / 6.3 eV
Lowest unoccupied orbital energy (alpha / beta)   -3.318 / -4.623 eV
Total charge   +1

Last column: Mulliken charge in e.
Atoms and positions in Å:
Ir1 1.2537 1.4077 -0.5977  1.03
O1 -0.1315 2.3630 -1.6278  -0.92
C1 -0.8460 3.3507 -1.0901  0.37
C2 -2.1552 3.5301 -1.5512  0.10
C3 -2.9671 4.4893 -0.9867  -0.35
C4 -2.5105 5.3263 0.0362  -0.75
C5 -1.2147 5.2013 0.4689  -0.74
C6 -0.3663 4.2229 -0.0787  0.33
C7 1.0094 4.1907 0.3099  -0.24
N1 1.8282 3.3052 -0.1506  -0.22
C8 3.2743 3.4716 0.0850  -0.64
C9 3.9644 2.2680 -0.5514  -0.85
N2 3.1905 1.1318 -0.0672  -0.06
C10 3.7512 0.1591 0.5536  -0.08
C11 3.0218 -0.8297 1.2836  0.26
C12 3.6698 -1.9530 1.8269  -0.70
C13 3.0030 -2.8030 2.6713  -0.79
C14 1.6759 -2.5119 3.0153  -0.46
C15 1.0188 -1.4180 2.5025  -0.40
C16 1.6743 -0.5597 1.6021  0.71
O2 0.9852 0.4605 1.1312  -0.80
H1 -2.5090 2.8812 -2.3392  0.45
H2 -3.9850 4.5907 -1.3412  0.40
H3 -3.1656 6.0699 0.4666  0.43
H4 -0.8249 5.8593 1.2364  0.39
H5 1.3992 5.0109 0.9132  0.46
H6 3.4818 3.5144 1.1563  0.40
H7 3.6218 4.3961 -0.3767  0.50
H8 5.0108 2.2036 -0.2520  0.48
H9 3.9013 2.3182 -1.6396  0.23
H10 4.8397 0.1363 0.5917  0.46
H11 4.7064 -2.1348 1.5676  0.45
H12 3.4956 -3.6712 3.0847  0.44
H13 1.1524 -3.1642 3.7030  0.44
H14 -0.0045 -1.1915 2.7708  0.44
O3 -5.9384 -4.7893 0.7634  -0.46
C17 -5.1580 -4.4511 -0.2819  0.56
O4 -5.1065 -5.1395 -1.2581  -0.52
C18 -4.3656 -3.1821 -0.1512  0.70
C19 -3.8737 -2.7337 1.0740  -0.98
C20 -3.1251 -1.5759 1.1340  -0.38
C21 -2.8759 -0.8227 -0.0302  0.32
S1 -2.0608 0.6808 0.0610  -0.04
C22 -3.3562 -1.3090 -1.2644  -0.22
C23 -4.0801 -2.4794 -1.3224  -0.91
H15 -5.9476 -4.0901 1.4276  0.33
H16 -4.0400 -3.3057 1.9795  0.35
H17 -2.7290 -1.2220 2.0766  0.44
H18 -3.1364 -0.7486 -2.1635  0.49
H19 -4.4447 -2.8685 -2.2633  0.45
I1 -0.4289 -4.3458 -0.1517  0.17
C24 0.7297 -2.8866 -1.0592  -0.77
C25 1.7848 -3.2168 -1.8922  -0.17
C26 2.4993 -2.1870 -2.4857  -0.97
C27 2.1511 -0.8814 -2.2131  -0.12
N3 1.1447 -0.5581 -1.3826  0.15
C28 0.4446 -1.5522 -0.8270  0.16
H20 2.0361 -4.2507 -2.0861  0.47
H21 3.3170 -2.3910 -3.1620  0.47
H22 2.6694 -0.0544 -2.6788  0.42
H23 -0.3591 -1.2610 -0.1699  0.29

***

The following is a DFT calculation (ωB97M-V/def2-TZVPD) of 2 unconnected molecules or ions with the total composition C4H12 in a non-equilibrium geometry.

Values from the calculation:
Energy above the lowest of the compared OMol25 structures with the same formula, charge and spin   1.134 eV
Orbital gap   12.3 eV
Structure (SMILES)   CC.CC
Lowest unoccupied orbital energy   1.051 eV
Total charge   0

Last column: Mulliken charge in e.
Atoms and positions in Å:
C1 -1.5706 1.7165 -0.7465  -0.74
C2 -1.8832 2.2435 0.7232  -0.83
H1 -1.6648 0.6056 -0.8942  0.24
H2 -2.0882 2.1823 -1.5324  0.33
H3 -0.4232 1.8446 -0.6590  0.19
H4 -1.4694 3.4068 0.7223  0.20
H5 -2.9568 2.3191 0.8538  0.28
H6 -1.5468 1.6958 1.5293  0.34
C3 1.8542 -2.2922 -0.6994  -0.92
C4 1.5521 -1.6642 0.7031  -0.70
H7 2.5538 -1.7143 -1.2427  0.31
H8 2.3832 -3.2090 -0.5165  0.29
H9 0.9918 -2.5270 -1.2733  0.30
H10 0.6853 -2.2113 1.1541  0.22
H11 1.3323 -0.5570 0.7686  0.20
H12 2.4879 -1.8568 1.2081  0.29

***

The following is a DFT calculation (ωB97M-V/def2-TZVPD) of 2 unconnected molecules or ions with the total composition C5H15N2O in a non-equilibrium geometry.

Values from the calculation:
Energy above the lowest of the compared OMol25 structures with the same formula, charge and spin   1.648 eV
Orbital gap   9.8 eV
Lowest unoccupied orbital energy   -2.975 eV
Total charge   +1

Last column: Mulliken charge in e.
Atoms and positions in Å:
C1 -0.9745 1.2220 -1.8183  -0.40
C2 -0.3274 1.6171 -2.9257  -0.07
N1 -0.7882 2.6424 -3.7368  -0.51
N2 -0.5225 0.0491 -1.0067  -0.30
H1 -1.8167 1.7405 -1.3797  0.32
H2 0.5762 1.1441 -3.2978  0.31
H3 -0.6391 2.4419 -4.7262  0.27
H4 -1.7828 2.9262 -3.5368  0.26
H5 -0.9583 -0.8568 -1.2910  0.37
H6 -0.7140 0.2045 0.0389  0.43
H7 0.5421 -0.0838 -1.0444  0.34
C3 0.1040 -1.8657 2.9740  -1.38
C4 0.2395 -1.1889 1.6505  0.33
C5 1.7048 -0.7334 1.4864  -1.13
O1 -0.7124 -0.0611 1.5484  -0.63
H8 -0.9322 -2.1479 3.1212  0.38
H9 0.4302 -1.1995 3.7973  0.35
H10 0.7284 -2.7755 2.9482  0.36
H11 -0.0782 -1.8727 0.8375  0.28
H12 2.4009 -1.5805 1.4030  0.36
H13 2.0482 -0.0323 2.2734  0.36
H14 1.7732 -0.1928 0.5175  0.28
H15 -0.3011 0.6031 2.1674  0.40

***

The following is a DFT calculation (ωB97M-V/def2-TZVPD) of 2 unconnected molecules or ions with the total composition C5H12O in a non-equilibrium geometry.

Values from the calculation:
Spin multiplicity   2
Energy above the lowest of the compared OMol25 structures with the same formula, charge and spin   2.212 eV
<S²>   0.757
Orbital gap (alpha / beta)   6.8 / 3.3 eV
Lowest unoccupied orbital energy (alpha / beta)   -6.762 / -10.296 eV
Total charge   +1

Last column: Mulliken charge in e.
Atoms and positions in Å:
C1 -1.3993 -0.5121 1.7272  -0.90
C2 -0.6892 0.8092 2.0654  -0.21
C3 -1.6128 2.0344 2.0894  -1.18
H1 -1.5602 -1.1188 2.6155  0.27
H2 -2.3528 -0.2620 1.2643  0.30
H3 -0.7692 -1.1123 1.0770  0.21
H4 -0.1761 0.7045 3.0171  0.31
H5 0.0738 1.0220 1.3154  0.21
H6 -0.9981 2.8475 2.4669  0.33
H7 -2.3831 1.9372 2.8523  0.31
H8 -2.1364 2.0856 1.1349  0.35
O1 1.9009 -2.5918 -2.0365  0.03
C4 2.3359 -1.5326 -2.3867  0.34
C5 1.7894 -0.9012 -3.6343  -0.74
H9 3.2205 -1.1611 -1.8264  0.37
H10 1.9382 -1.5289 -4.5104  0.34
H11 0.7061 -0.8456 -3.4623  0.33
H12 2.1125 0.1261 -3.7689  0.33

***

The records above yield DFT total energy values of -701.27148; -5972.41107; -2346.00615; -159.54330; -383.99049; -272.53595 a.u., respectively.